Record 1
Below is one molecule with the formula C7H11ClN4, with properties calculated with the ωB97M-V functional and the def2-TZVPD basis.

XYZ file:
```
23
C7H11ClN4, DFT the ωB97M-V functional and the def2-TZVPD basis
C 1.3453 0.4964 1.2835
C 1.1869 -0.3178 -0.0038
C 2.2433 -1.4195 -0.0390
C 1.3459 0.5685 -1.2428
N -0.1593 -0.9052 -0.0213
Cl -0.3646 -2.6148 0.0027
C -1.3009 -0.2075 -0.0052
N -1.2514 1.1365 -0.0006
C -2.4217 1.7325 0.0001
N -3.6051 1.1415 -0.0006
C -3.5444 -0.1825 0.0024
N -2.4497 -0.9032 0.0009
H 0.6253 1.3083 1.3053
H 1.1883 -0.1400 2.1513
H 2.3471 0.9132 1.3328
H 2.1498 -2.0215 -0.9386
H 2.1638 -2.0683 0.8286
H 3.2278 -0.9591 -0.0342
H 1.1826 -0.0159 -2.1451
H 0.6321 1.3853 -1.2164
H 2.3509 0.9797 -1.2700
H -2.4087 2.8160 0.0015
H -4.4832 -0.7225 0.0083
```

For the relative energy (zero: lowest compared OMol25 entry of this formula, charge and spin), the calculation gives 0.00 kcal/mol. Its HOMO-LUMO gap is 9.721 eV. The calculation puts the HOMO energy at -9.077 eV. Its SMILES is CC(C)(C)N(Cl)c1ncncn1.

Mulliken atomic charge list, values in e, 5 entries:
1 C -1.55
2 C 1.52
3 C -2.01
4 C -1.56
5 N -0.08



Record 2
Below is one molecule with the formula C5H13NO, with properties calculated with the ωB97M-V functional and the def2-TZVPD basis.

XYZ file:
```
20
C5H13NO, DFT the ωB97M-V functional and the def2-TZVPD basis
C 1.0590 -1.2669 -1.7881
C 0.4163 -0.0684 -1.0634
C -0.8272 0.5632 -1.7493
C 0.0043 -0.6028 0.3162
N -0.1415 0.4386 1.2292
C 0.0667 0.6350 2.6445
O -1.2064 1.0882 3.1526
H 1.0367 -1.2490 -2.8234
H 1.9764 -1.6707 -1.2984
H 0.4737 -2.1424 -1.7005
H 1.1514 0.7982 -0.9305
H -1.5861 -0.2524 -1.9918
H -1.1349 1.2025 -0.9664
H -0.8370 1.1590 -2.6607
H 0.5475 -1.4583 0.7366
H -1.0132 -1.0372 -0.0310
H 0.3187 1.2019 0.7428
H 0.3621 -0.3180 3.1111
H 0.8336 1.4730 2.7303
H -1.5001 1.5066 2.3401
```

For the relative energy (zero: lowest compared OMol25 entry of this formula, charge and spin), the calculation gives 58.89 kcal/mol. Its HOMO-LUMO gap is 9.835 eV. The calculation puts the HOMO energy at -8.886 eV. Its SMILES is CC(C)CNCO.

Mulliken atomic charge list, values in e, 5 entries:
1 C -1.63
2 C 0.35
3 C -1.17
4 C -0.76
5 N -0.08



Record 3
Below is C12H15Cl2N3PPdS5 as an isolated structure, with properties calculated with the ωB97M-V functional and the def2-TZVPD basis.

XYZ file:
```
39
C12H15Cl2N3PPdS5, DFT the ωB97M-V functional and the def2-TZVPD basis
Pd 0.7204 2.3050 -0.4598
S -0.2224 3.9049 0.9611
S -1.5920 4.8025 -0.2621
S -0.6985 4.5694 -2.1867
S 1.2661 4.1891 -1.8575
Cl 3.3988 2.2104 0.5738
C 3.6831 0.5471 0.1504
C 4.6658 -0.1126 0.8692
C 4.9755 -1.4312 0.5853
C 4.2893 -2.0803 -0.4265
C 3.3084 -1.4073 -1.1320
Cl 2.4874 -2.3054 -2.3803
C 2.9501 -0.0660 -0.8870
S 1.7390 0.7069 -1.8759
H 5.1855 0.4244 1.6510
H 5.7423 -1.9472 1.1475
H 4.5002 -3.1111 -0.6760
C -3.7164 -0.2557 -0.0535
N -2.7694 -0.7589 -1.0459
C -2.1399 -1.9692 -0.5204
N -1.5095 -1.8019 0.7888
C -2.5018 -1.2601 1.7146
N -3.1356 -0.0229 1.2664
C -2.1784 1.0930 1.2363
P -0.7752 0.7670 0.0842
C -1.7679 0.2605 -1.3829
C -0.3383 -0.9197 0.6961
H -4.5147 -0.9953 0.0557
H -4.1499 0.6767 -0.4196
H -1.3892 -2.3165 -1.2326
H -2.9149 -2.7347 -0.4240
H -2.0262 -1.0853 2.6821
H -3.2863 -2.0114 1.8426
H -1.7838 1.2766 2.2371
H -2.6814 2.0097 0.9181
H -1.0868 -0.1155 -2.1483
H -2.2628 1.1474 -1.7868
H 0.1289 -0.8292 1.6802
H 0.4005 -1.3533 0.0173
```

For the relative energy (zero: lowest compared OMol25 entry of this formula, charge and spin), the calculation gives 10.32 kcal/mol. Its total charge is -1. Its HOMO-LUMO gap is 6.350 eV. The calculation puts the HOMO energy at -3.714 eV.

Mulliken atomic charge list, values in e, 5 entries:
1 Pd -0.88
2 S -0.31
3 S -0.20
4 S -0.15
5 S -0.34



Record 4
Below is one molecule with the formula C5H10S2, with properties calculated with the ωB97M-V functional and the def2-TZVPD basis.

XYZ file:
```
17
C5H10S2, DFT the ωB97M-V functional and the def2-TZVPD basis
C -1.6973 -1.5883 -0.0778
S -1.7681 0.0128 -0.8703
C -0.1554 0.7193 -0.5479
S 1.2964 -0.1030 -1.2599
C 1.8584 -1.1350 0.1408
C -0.1542 2.1854 -0.5293
C -0.0059 1.4693 0.7084
H -2.6450 -2.1206 -0.1556
H -0.9397 -2.1818 -0.5996
H -1.4198 -1.4698 0.9656
H 2.8175 -1.6073 -0.0718
H 1.9709 -0.4896 1.0225
H 1.1499 -1.9329 0.4085
H -1.0802 2.7529 -0.7204
H 0.6961 2.6038 -1.0164
H -0.8815 1.4457 1.4277
H 0.9578 1.4391 1.1755
```

For the relative energy (zero: lowest compared OMol25 entry of this formula, charge and spin), the calculation gives 14.89 kcal/mol. Its HOMO-LUMO gap is 9.170 eV. The calculation puts the HOMO energy at -8.327 eV. Its SMILES is CSC1(SC)CC1.

Mulliken atomic charge list, values in e, 5 entries:
1 C -0.80
2 S -0.13
3 C 0.32
4 S -0.09
5 C -0.77



The highest relative energy (zero: lowest compared OMol25 entry of this formula, charge and spin) belongs to which entry?
C5H13NO